No. 1
{"formula": "C17H50N2O7", "method": "ωB97M-V with the def2-TZVPD basis set", "smiles": "COC[C@H](C)N.COC[C@H](C)N.CC(C)O.CC(C)O.CO.CO.CO", "relative_energy_kj_mol": 349.6, "lumo_energy_ha": 0.01785, "homo_lumo_gap_ha": 0.3345, "spin_multiplicity": 1, "species": ["H", "H", "H", "C", "H", "H", "C", "H", "C", "H", "H", "H", "H", "H", "H", "H", "H", "H", "O", "H", "C", "C", "H", "H", "O", "O", "C", "H", "H", "H", "H", "H", "H", "H", "H", "H", "H", "H", "H", "C", "O", "C", "H", "O", "C", "H", "C", "H", "H", "N", "H", "C", "H", "C", "H", "C", "H", "O", "C", "H", "H", "H", "H", "C", "H", "O", "N", "H", "H", "H", "H", "C", "H", "H", "C", "H"], "positions_angstrom": [[-2.80581, -8.39949, 7.75114], [-3.59537, -6.24874, 7.16227], [-2.60298, -0.32806, 1.14972], [-3.55061, -0.68154, -3.59824], [-0.99506, -0.04297, 1.66458], [-6.93993, -8.25134, -3.70610], [-2.71273, -8.52246, 6.67210], [-3.26855, -7.14341, 1.41754], [-5.59917, -7.10750, 0.72753], [3.58410, 1.72035, 4.19348], [-2.03174, -3.05859, 2.66066], [-1.55992, -5.01043, -5.54056], [-3.72745, -8.85106, 6.44743], [0.04420, -4.71319, -5.95824], [-1.34560, -0.22716, -0.08446], [-2.20070, -7.39041, 4.98830], [3.01150, -3.36735, 4.11171], [4.46872, -2.36218, 6.28433], [-3.45370, -6.36306, 6.21969], [-4.46550, -1.21846, -3.34765], [-4.65815, -7.10117, -1.66384], [-1.57068, -0.59048, 0.91826], [-0.86848, -5.48595, 6.18026], [3.82731, 0.01584, -3.14374], [-2.18282, -2.72063, 0.25579], [4.04375, -2.31342, 5.42490], [-2.33268, -7.15395, 6.04412], [4.12065, -4.45572, 5.09576], [-5.48286, -7.75245, 1.59852], [2.19994, 0.41012, 5.13326], [-0.21741, -2.25752, 0.40714], [4.45853, 1.64663, -1.50161], [-4.80979, -6.02627, -1.76224], [4.88063, -1.04685, -2.41900], [-1.19314, -3.96514, -6.85634], [-0.65394, -4.20475, -3.25649], [-3.48076, -5.92918, 0.34947], [-0.35017, -2.62982, -3.03807], [-0.35949, -2.20938, -5.36352], [-4.46762, -7.57625, -0.21780], [1.87283, 1.31259, 5.12141], [-1.04509, -2.72839, 2.33575], [-3.50744, 0.29291, -3.11174], [-2.36607, -1.47116, -3.48856], [-6.24067, -7.49228, -3.35542], [-0.09624, -7.03835, 6.37551], [2.88460, 2.23045, 4.85576], [-0.66265, -2.01022, 3.06106], [2.57023, 3.17756, 4.41730], [-3.32466, -6.92351, 0.43337], [2.75107, -3.73735, 5.84826], [-0.90332, -4.18990, -5.82989], [-1.15371, -6.40022, 7.66169], [-2.36824, -2.55430, -4.39686], [-6.76564, -6.53727, -3.37681], [-0.91577, -2.99453, -4.85148], [-3.84801, -0.44056, -4.61882], [4.96276, 0.83474, -1.59206], [4.19634, -0.24185, -2.15101], [-0.50316, -3.67370, 2.36460], [-3.88130, -7.33829, -2.39073], [-2.40909, -2.20623, -0.52253], [-2.92238, -3.36267, -3.91983], [-1.12078, -2.02359, 0.97045], [-5.67710, -6.05345, 0.99397], [-5.78058, -7.76009, -2.03090], [-0.24119, -3.39211, -3.69163], [-2.00409, -9.25242, 6.28085], [3.47860, -0.50174, -1.37293], [-5.40409, -7.44395, -4.05250], [-4.46160, -8.66605, -0.23789], [3.49358, -3.56455, 5.06921], [3.41670, 2.31836, 5.80298], [-6.58683, -7.42810, 0.39611], [-1.01355, -6.48785, 6.58429], [-3.09061, -2.43406, -5.20421]], "forces_ev_per_angstrom": [[0.9, -0.4, 0.3], [0.0, 0.1, 0.1], [-0.2, -0.9, 0.0], [-0.6, -0.1, -0.8], [0.3, 0.5, -0.3], [0.1, -0.2, 0.4], [0.6, 0.6, -0.1], [-0.1, 0.0, 0.0], [-1.6, -2.0, -0.6], [0.3, 0.5, -0.4], [-0.3, 0.5, -0.1], [-0.4, 0.1, 0.4], [0.1, 0.3, -0.8], [0.5, 0.6, 0.5], [0.0, 0.3, 0.1], [-0.2, 0.6, -0.3], [0.1, -0.6, 0.0], [0.0, -0.1, 0.0], [-0.6, 1.6, -0.4], [0.1, -0.3, 1.0], [0.8, 0.4, 0.6], [1.4, 1.0, 0.7], [-0.3, 0.0, -0.1], [-0.8, 0.3, 0.2], [0.1, -0.8, 0.0], [1.1, 0.5, -0.2], [0.7, -1.7, 0.3], [0.6, 0.3, -0.4], [0.2, 0.5, 0.5], [0.3, 0.2, -0.1], [0.4, 0.7, 0.1], [-0.3, -0.2, -0.2], [0.1, 0.6, 0.4], [0.1, -0.1, 0.8], [-0.2, 0.5, 0.0], [-0.2, -0.2, -0.1], [0.2, 0.2, 0.2], [0.3, 0.0, 0.5], [-0.3, 0.5, 0.3], [-0.3, 2.4, 1.2], [-2.2, -0.2, -0.1], [-0.4, 0.5, 0.0], [0.5, -0.4, 0.5], [-0.3, 1.1, -0.4], [0.2, 0.2, 0.5], [-0.2, -0.3, 0.0], [1.7, -1.3, 0.4], [0.2, -0.3, 0.2], [-0.4, -0.2, 0.3], [1.5, -0.7, -1.2], [-0.6, -0.5, -0.3], [-0.7, -0.4, -0.6], [0.3, 0.1, 0.2], [-0.4, -0.8, -1.1], [0.0, 0.2, 0.0], [-1.9, -0.9, -1.1], [0.9, 0.1, -0.7], [0.7, -0.2, -0.2], [0.7, 0.9, 0.1], [0.6, 0.3, -0.4], [0.8, -0.2, 0.4], [0.1, 0.0, -0.2], [0.7, -0.8, 0.6], [-2.1, -2.0, -0.3], [0.6, -0.1, -0.2], [-2.8, -1.5, -1.8], [1.7, 0.2, 1.7], [0.0, -0.4, 0.8], [-0.4, -0.6, -0.7], [0.2, 0.0, -0.1], [0.5, 0.1, 0.2], [-1.2, 0.5, 1.0], [0.3, 1.0, 0.0], [-0.3, 0.2, -0.4], [-1.2, -0.5, 0.0], [0.4, 1.0, -0.7]]}

No. 2
{"formula": "C30H85N7O9", "method": "ωB97M-V with the def2-TZVPD basis set", "smiles": "COC[C@H](C)N.COC[C@H](C)N.COC[C@H](C)N.COC[C@H](C)N.COC[C@H](C)N.COC[C@H](C)N.COC[C@H](C)N.CO.CO", "relative_energy_kj_mol": 113.5, "lumo_energy_ha": 0.01803, "homo_lumo_gap_ha": 0.3273, "spin_multiplicity": 1, "species": ["H", "O", "C", "H", "C", "C", "C", "H", "H", "N", "H", "H", "O", "N", "H", "H", "H", "H", "C", "C", "C", "H", "H", "H", "H", "H", "C", "H", "H", "H", "C", "H", "H", "H", "H", "H", "C", "H", "C", "H", "O", "H", "H", "H", "C", "C", "H", "C", "H", "H", "H", "H", "O", "H", "H", "H", "H", "H", "H", "H", "H", "H", "H", "H", "C", "H", "H", "H", "H", "H", "H", "H", "H", "C", "O", "N", "H", "C", "H", "H", "H", "H", "N", "H", "H", "C", "C", "C", "N", "H", "H", "H", "H", "N", "H", "H", "H", "C", "O", "H", "H", "H", "H", "C", "H", "C", "C", "H", "H", "C", "O", "H", "H", "C", "H", "N", "O", "C", "H", "H", "H", "C", "H", "C", "H", "H", "H", "H", "C", "H", "O"], "positions_angstrom": [[-1.61935, 6.14819, 2.47672], [3.27363, -2.34132, -0.95053], [-1.20616, -2.75728, -3.11971], [-0.76294, -2.36730, -4.04129], [-1.91745, 4.02988, 0.82553], [-4.55456, -2.54500, 1.99866], [3.27197, -0.78412, -4.49756], [0.48244, 3.06501, 5.64263], [-0.07104, 6.79652, 1.81856], [1.56435, -1.24508, 1.18431], [-2.04168, -3.08501, 5.12504], [-4.01889, 2.61924, 0.75445], [2.88335, 4.44228, -0.39598], [-3.89681, -2.43350, 0.71918], [3.62455, 1.23444, -5.16921], [3.13072, 5.21192, 1.48517], [-2.15626, 0.10164, 1.80416], [5.33466, -2.04743, -1.09607], [-1.04735, 5.26605, 0.55825], [5.50501, 0.78879, -6.92087], [1.27786, 0.74486, 5.04874], [-4.93338, 3.49676, 1.99989], [-4.22679, -3.56527, -3.45472], [1.06746, 2.78032, -1.22063], [-2.05836, 3.46419, -0.09149], [3.30868, 2.98155, 1.19176], [1.79822, -0.60849, -4.10699], [-0.21229, 5.19428, 2.48751], [0.60836, -4.21076, -3.92076], [2.74299, -4.23085, -0.28824], [-1.67115, 0.17180, 0.81868], [4.77519, -3.56099, -0.13632], [4.74217, 1.18243, -0.12869], [-1.34346, -4.19066, 4.02463], [-1.49729, 3.25591, 1.53014], [2.31723, 1.11761, 5.25160], [1.55640, 1.87849, -0.81521], [-3.39397, -2.79865, -4.76640], [3.13831, 5.55396, 0.39131], [-0.98767, 0.08944, 3.93810], [-1.27161, -4.16166, -3.14840], [3.89266, -1.52853, -2.82969], [-0.61509, -2.61670, 4.26884], [1.38661, -3.18656, -1.10892], [-3.74961, -2.57554, -3.72673], [0.67193, -3.50009, 1.44992], [4.65548, 1.01167, -7.55679], [-5.99537, -3.15709, 1.94255], [4.12195, 5.84250, 0.09501], [-1.44147, 1.41589, 4.67492], [1.52635, -1.35177, -3.32523], [-1.67525, 5.87005, -1.33189], [1.35875, -0.49711, 4.43426], [-0.11348, -3.18700, 0.78310], [-1.91250, -0.34200, -3.17973], [-4.29631, 1.73847, -1.79854], [4.60387, 3.42278, 0.13601], [-3.06196, -1.85545, 0.82608], [-0.53510, -2.45910, -2.30329], [1.13416, -0.79486, -4.95878], [4.65519, -1.87241, 0.50892], [-0.26047, -1.20207, 0.48859], [3.49013, 2.19462, -1.78117], [0.41909, -4.86328, -2.25011], [3.50781, 3.29449, 0.11246], [-0.24805, 3.64277, 4.12662], [1.30029, 1.64813, 0.21053], [-5.16942, -0.53844, -1.53879], [-5.96171, -4.15485, 1.43002], [0.75141, 0.73453, 6.05943], [1.54171, 3.43348, 4.28484], [-0.82016, 0.85668, 0.80739], [-2.09530, -0.67603, -1.61634], [3.09341, 2.10287, -0.75653], [-5.62225, 0.24702, -1.22252], [-2.52464, -0.82072, -2.50829], [-0.15540, 4.85647, 0.08956], [-0.03555, -4.79327, -3.23183], [-2.33571, 0.49810, 0.02702], [-3.42124, 2.57801, 2.37931], [-3.35002, -4.27936, 2.40053], [-0.13918, -5.83374, -3.57550], [-1.59716, 6.23546, -0.39468], [-6.07507, 2.09685, -1.94363], [2.34490, -0.65863, 0.96157], [3.70829, 0.18852, -5.54188], [0.51518, 1.61559, 4.09823], [-2.58351, -2.25048, -2.78069], [4.16174, -0.70512, -3.28123], [5.94905, 1.74644, -6.51232], [0.32701, -3.27340, 2.44013], [3.01489, 0.21898, -6.42477], [1.55000, 0.36801, -3.67081], [3.77363, 0.93952, -0.23872], [-4.65298, -1.49238, 2.32290], [-4.45128, -1.72389, -3.73983], [1.26122, -1.90771, 5.95324], [2.29051, -3.19600, -0.36032], [-3.22036, 4.34962, 1.33396], [5.08402, -0.83175, -3.59616], [6.27268, 0.23481, -7.48212], [1.41067, -1.02041, 2.17145], [3.23798, -1.76097, -4.96420], [4.59916, -2.51021, -0.35328], [-6.26595, -3.38444, 2.95143], [1.92126, -2.70885, 1.03161], [-3.62855, -3.35484, 2.92792], [3.76182, 0.20265, -0.95538], [2.72539, -2.96162, 1.69357], [-3.91782, 3.17814, 1.64960], [-1.26450, -1.12475, 0.45383], [1.84219, -2.42161, 4.36170], [0.81903, -4.57298, 1.33331], [1.85125, -1.63165, 5.09005], [1.30651, 0.99600, -1.39704], [-0.86545, 1.11415, 3.93669], [4.99545, -0.07704, -5.97064], [-0.72668, 5.93853, 1.90913], [-2.81728, -2.77872, -1.81170], [-4.13676, -3.63938, 3.86886], [-3.73214, -3.36072, 0.30324], [-1.55731, -3.15271, 4.16969], [-5.25367, 0.98752, -3.08257], [-5.28236, 1.35921, -2.07654], [-6.76807, -2.58535, 1.48682], [2.84115, -1.46870, 5.48108], [2.43368, 6.40356, 0.17309], [1.06648, 1.55812, 3.15020], [0.55372, 3.07723, 4.56955], [-2.56701, 6.38294, -0.11496], [-2.34552, -2.62231, 3.12942]], "forces_ev_per_angstrom": [[-0.4, 0.4, -0.1], [0.9, -0.6, 0.1], [0.2, -0.7, 0.4], [-0.2, 0.1, -0.3], [-0.7, -0.9, 0.5], [-0.2, 0.3, -0.1], [-0.5, 0.4, 0.7], [-0.2, 0.4, 0.6], [-0.1, 0.3, -0.1], [0.0, -1.2, -0.3], [-0.5, 0.2, 0.7], [-0.4, -1.0, -0.9], [-1.1, -1.1, 0.1], [-0.7, 0.0, -0.8], [0.2, -0.3, 0.3], [-0.1, 1.0, -1.2], [0.1, 0.6, -0.4], [-0.9, -1.0, 0.9], [-0.2, -0.1, 0.5], [0.3, 0.6, -0.3], [0.9, 0.2, 1.8], [0.9, -0.4, -0.2], [0.2, 1.3, 0.0], [0.0, -0.5, 0.4], [0.0, -0.1, -0.6], [-0.6, 0.9, -0.9], [-0.2, 0.0, 0.8], [0.5, -0.4, 0.4], [0.1, -0.5, 0.2], [-0.8, 0.8, 0.0], [0.2, -0.1, 0.0], [0.3, 0.0, 0.0], [0.5, 0.0, 0.1], [0.3, -0.9, -0.3], [0.3, 1.0, -0.4], [-0.6, 0.0, -0.2], [1.4, 0.6, 0.2], [-0.2, 0.6, 0.6], [-0.4, 0.3, 1.3], [0.7, 0.7, -0.3], [-0.8, -0.5, -0.4], [-0.2, -1.4, 1.6], [-0.1, 0.2, -0.4], [1.6, 0.0, 1.5], [0.4, -1.4, -0.9], [0.6, 0.1, -0.6], [0.1, 0.6, -0.8], [2.1, -1.6, -0.2], [1.0, 0.9, 0.4], [-0.7, 0.8, 1.1], [0.3, 0.3, -0.4], [0.3, -0.3, -0.2], [-0.5, -0.8, -0.9], [-0.5, -0.1, -0.2], [-0.4, -0.2, 0.1], [-0.1, 0.3, -0.1], [0.0, 0.0, -0.4], [0.0, -0.9, -0.4], [0.0, 0.2, 0.1], [0.2, 0.1, 0.0], [0.1, 0.0, 0.8], [-1.2, 0.4, 0.3], [-0.4, 0.8, 0.0], [0.4, 0.2, 0.3], [-0.1, -1.1, 0.1], [-0.1, 0.3, -0.2], [-0.6, 0.2, 0.3], [0.3, 0.0, 0.1], [0.0, 0.8, 0.2], [0.4, -0.3, -1.0], [-0.1, 0.5, 0.1], [-0.1, 0.1, 0.4], [0.3, 0.0, 0.7], [0.0, 0.1, -1.2], [-0.2, 0.6, 0.0], [0.0, 0.6, -0.6], [0.4, 0.1, 0.2], [0.5, 0.0, -0.5], [-0.6, 0.4, 0.2], [0.5, -0.4, 0.8], [-0.2, 0.0, 0.1], [-0.2, 0.5, -0.2], [-0.8, 0.0, 0.6], [0.2, 0.1, -0.1], [0.6, 0.4, -0.7], [-1.2, 1.9, -0.7], [-0.6, 0.0, -0.1], [-0.6, -0.3, 1.2], [-2.0, 1.1, -1.8], [-0.5, -0.9, -0.2], [0.1, 0.1, 0.5], [0.2, -0.5, 0.5], [0.2, 0.0, -0.2], [-0.2, -1.3, 0.5], [0.1, -0.5, 0.4], [0.2, -0.6, 0.0], [-0.6, -0.1, 0.3], [-0.2, 0.7, -1.3], [1.1, 0.9, 0.0], [1.5, -0.1, -0.5], [-0.2, 0.4, 0.1], [-0.2, -0.5, -0.1], [0.7, -0.6, -0.1], [-0.6, 1.4, -1.9], [-0.5, -0.1, 0.8], [-1.7, 0.3, 0.7], [0.8, 0.4, 0.3], [-0.1, 0.3, 0.3], [0.8, -0.2, 0.5], [-1.5, 1.3, 0.1], [1.7, -0.8, -0.6], [0.1, -0.4, -0.2], [0.0, -0.1, 0.1], [-0.1, 0.7, 0.5], [0.1, 0.0, -0.2], [0.6, -0.5, -1.0], [1.0, -1.2, 1.1], [0.3, -0.7, -0.8], [0.2, 0.8, -0.7], [0.5, 0.4, 0.0], [0.3, 0.8, 0.3], [-0.3, 0.3, -0.1], [0.0, 0.3, -0.8], [-0.2, -1.2, 1.0], [-0.2, 0.8, -0.5], [0.8, 0.1, -0.1], [0.5, -1.1, 0.3], [-0.4, -0.1, -0.2], [0.4, -1.4, -0.4], [0.1, 0.3, 0.0], [-1.6, -0.3, 0.1]]}

| no. | HOMO (eV) |
| --- | --- |
| 1 | -8.62 |
| 2 | -8.42 |